Density functional theory data (ωB97M-V/def2-TZVPD) for a cluster of 22 separate species, C87H225N7O29 in total.

Geometry as XYZ:
```
348
Properties=species:S:1:pos:R:3:forces:R:3
C 3.49778 -3.58245 5.84551 -0.229 -0.598 1.042
O 3.69771 -2.23183 5.73325 -0.194 3.171 0.805
C 3.86580 -1.54747 7.07281 0.261 0.505 -1.730
C 3.89420 0.04648 7.02142 1.068 -2.242 -0.961
N 5.15130 0.58481 6.46449 -1.306 -0.302 1.584
C 5.15714 2.02070 6.49023 2.314 0.203 -0.770
C 4.36463 2.75857 5.43303 -1.823 -0.431 1.304
O 3.00951 2.81734 5.98793 0.690 0.737 -0.450
C 2.10715 3.35518 5.06547 -0.341 -0.980 -1.120
H 2.73110 -3.73379 6.60538 -0.311 -0.522 0.044
H 4.41357 -4.04020 6.21954 0.128 -0.588 -0.202
H 3.15413 -3.99838 4.89841 0.243 -0.003 -0.030
H 4.82561 -1.93194 7.41783 0.089 0.232 0.387
H 3.06855 -1.86955 7.74270 -0.146 -0.065 -0.123
H 3.87400 0.29286 8.08301 -0.303 0.343 -0.010
H 3.04698 0.46391 6.47730 -0.446 -0.270 0.318
H 5.41941 0.24026 5.55372 -0.197 -0.305 -0.246
H 6.20788 2.20428 6.26583 0.298 0.644 -0.050
H 5.03749 2.41554 7.49914 -0.513 0.044 -0.050
H 4.32613 2.19385 4.50153 0.081 -0.207 -0.181
H 4.72149 3.76055 5.19475 0.096 0.202 0.248
H 1.07547 3.24780 5.40044 0.124 0.487 0.510
H 2.12617 2.73215 4.17128 0.030 -0.360 -0.481
H 2.33326 4.33827 4.65252 0.067 0.498 0.669
C -4.36935 1.91132 7.65134 -0.142 0.503 0.016
O -4.00391 2.89742 8.58270 0.966 0.162 1.155
C -4.54489 4.16629 8.34432 -1.411 0.083 -0.828
C -4.32655 5.17889 9.46104 0.838 0.148 -0.099
N -4.35085 6.58906 9.01249 0.907 -0.981 -0.553
C -4.26770 7.57568 10.07248 -2.118 0.130 0.468
C -5.62789 7.81278 10.79805 0.045 -0.623 1.158
O -5.81650 6.95577 11.96392 2.120 1.223 -1.640
C -7.10178 6.92578 12.46290 0.055 -1.310 0.193
H -5.44602 1.75458 7.71693 -0.109 -0.462 -0.067
H -3.78099 1.02039 7.87085 -0.293 0.003 0.129
H -4.14894 2.22078 6.62970 0.112 0.128 -0.249
H -5.62698 4.06506 8.26103 -0.465 -0.153 -0.274
H -4.21529 4.48893 7.35671 0.332 0.567 -0.076
H -3.31344 4.97016 9.80474 0.000 0.110 0.596
H -5.06623 5.03193 10.24805 0.191 -0.297 0.234
H -5.11059 6.72828 8.36170 -0.157 0.357 0.139
H -4.07469 8.58090 9.69780 0.571 -0.196 -0.505
H -3.49392 7.30245 10.78991 -0.035 -0.008 -0.041
H -6.48596 7.69682 10.13596 0.013 -0.440 -0.469
H -5.70460 8.86136 11.08562 0.216 0.207 0.491
H -7.66228 6.25916 11.80749 -0.879 0.417 -0.189
H -7.53920 7.91071 12.62623 -0.189 -0.038 0.027
H -6.97311 6.33904 13.37244 -0.483 0.435 0.425
C -3.53195 9.60232 6.20283 -0.433 0.635 -0.025
O -4.23694 9.33884 4.97579 0.560 -0.276 1.972
C -3.78192 10.15077 3.91348 0.170 -1.730 -0.093
C -2.48074 9.52458 3.31959 -1.058 0.255 -1.147
N -2.72370 8.21662 2.62528 -0.054 1.451 0.342
C -1.55692 7.69034 1.92619 -0.894 -1.722 -0.528
C -1.87878 6.28657 1.26159 0.066 0.827 1.471
O -1.96537 5.35751 2.36455 0.158 0.873 -0.550
C -1.89063 3.99444 2.03727 -0.101 -0.043 0.149
H -3.77643 10.60293 6.55934 -0.147 0.447 -0.167
H -2.44526 9.58377 6.12001 -0.003 -0.417 -0.190
H -3.84255 8.95995 7.02684 -0.019 -0.499 -0.565
H -3.65914 11.18213 4.24412 0.252 0.163 -0.073
H -4.65920 10.05775 3.27331 0.519 0.412 -0.824
H -1.69655 9.50187 4.07632 0.081 -0.205 0.239
H -2.13618 10.23124 2.56460 0.176 -0.006 -0.211
H -3.06162 7.55621 3.31068 0.053 -0.248 0.033
H -0.73776 7.51443 2.62342 0.377 0.090 -0.164
H -1.23306 8.32073 1.09804 -0.103 0.460 0.228
H -1.12218 6.06116 0.51003 0.602 -0.403 0.326
H -2.80389 6.28482 0.68518 -0.414 0.214 0.241
H -0.86160 3.70787 1.82033 0.117 -0.093 -0.469
H -2.58147 3.74360 1.23233 0.124 -0.195 -0.252
H -2.18935 3.42696 2.91865 -0.124 0.047 0.105
C 3.38484 -1.50691 -0.26605 -1.762 -0.297 -0.342
O 3.78736 -0.67402 0.76522 0.958 0.733 0.566
C 4.57050 -1.34884 1.74142 -0.195 0.731 0.703
C 4.97510 -0.32956 2.82883 -0.598 -0.378 0.680
N 5.59880 -0.89192 4.06423 1.734 0.718 -2.874
C 6.85623 -1.60790 3.69976 -0.356 -0.020 0.634
C 7.92965 -0.75876 2.95408 -2.337 0.170 0.938
O 9.15252 -1.30094 3.17990 1.670 -0.194 0.100
C 10.14817 -0.65123 2.41776 0.531 -0.250 0.354
H 2.94381 -2.38859 0.19895 0.393 -0.713 -0.376
H 4.07901 -1.69689 -1.08467 0.676 -0.221 0.407
H 2.50628 -1.07827 -0.74822 -0.017 0.454 0.020
H 5.43816 -1.82880 1.28876 0.149 -0.022 -0.128
H 3.97451 -2.11072 2.24384 -0.226 -0.394 -0.103
H 4.09580 0.20552 3.18746 -0.439 -0.120 -0.255
H 5.56263 0.45438 2.35096 0.543 -0.074 0.273
H 4.98043 -1.49876 4.58333 -0.356 -0.250 -0.190
H 6.64820 -2.52968 3.15649 0.007 -0.078 -0.435
H 7.24779 -1.96494 4.65228 0.523 0.218 -0.008
H 7.89680 0.24588 3.37564 -0.206 0.458 -0.073
H 7.76267 -0.70777 1.87815 -0.439 0.084 -0.299
H 10.31372 0.41848 2.54591 -0.557 0.391 0.991
H 9.91808 -0.66094 1.35236 0.253 -0.894 -0.312
H 11.06167 -1.12946 2.77117 0.170 -0.078 -0.862
C 0.28354 -0.03885 3.97930 -0.054 -0.684 0.017
O -0.27150 -0.34194 2.72161 -2.095 -0.940 1.512
C 0.40681 0.20109 1.64528 0.152 0.137 -0.541
C -0.36434 -0.18753 0.36292 0.565 0.339 1.159
N -0.06353 -1.52487 -0.15333 0.834 0.915 0.158
C -0.57516 -1.61317 -1.48176 -0.263 -0.647 -1.421
C -0.11428 -2.87290 -2.23165 -0.383 0.762 -0.035
O -0.35354 -2.62773 -3.62408 -0.108 0.188 0.019
C -0.27030 -3.77736 -4.44809 -0.376 -0.255 0.906
H 1.27823 -0.48173 3.92875 0.520 0.580 0.740
H -0.28774 -0.53778 4.76212 -0.031 -0.298 -0.293
H 0.21148 1.01466 4.24955 0.499 0.289 -0.396
H 1.42135 -0.19561 1.68332 0.396 0.152 -0.514
H 0.39993 1.25766 1.91309 0.331 0.553 -1.100
H -0.16223 0.56276 -0.40148 0.266 -0.312 -0.057
H -1.41362 -0.08118 0.63824 -0.406 0.099 -0.134
H -0.47822 -2.24850 0.41631 -0.082 -0.001 0.274
H -0.26274 -0.80385 -2.14168 0.378 0.474 0.491
H -1.66216 -1.53285 -1.47301 -0.428 -0.254 -0.282
H -0.67534 -3.73151 -1.86274 0.084 -0.382 -0.164
H 0.95868 -2.99709 -2.08524 0.055 -0.158 0.196
H -1.02863 -4.44718 -4.04267 0.017 -0.565 -0.382
H 0.71541 -4.23729 -4.37778 0.176 -0.114 -0.015
H -0.49921 -3.57850 -5.49507 -0.013 0.452 0.186
C -4.39226 0.71336 -0.02756 0.324 0.573 -0.100
O -3.37029 1.66161 -0.44548 -0.565 -0.343 -0.390
C -3.35929 1.88321 -1.88063 0.059 -0.446 -0.010
C -2.30747 2.93541 -2.31619 -0.872 -1.062 1.235
N -0.95718 2.48406 -1.95525 0.174 1.417 -0.877
C -0.03709 3.66185 -1.99971 -0.033 -0.688 0.973
C 1.36628 3.46687 -1.40577 -0.664 0.179 0.177
O 1.29213 3.22527 0.00557 -0.591 -0.321 -0.586
C 2.56837 3.19011 0.59558 -0.130 -0.635 0.268
H -5.40658 1.11241 -0.02830 -0.029 0.601 -0.292
H -4.22034 0.43517 1.01223 0.465 0.017 -0.272
H -4.45395 -0.18362 -0.64378 0.481 -0.083 -0.199
H -4.35833 2.17554 -2.20399 -0.107 0.294 -0.034
H -3.16250 0.92272 -2.35689 0.205 -0.215 -0.156
H -2.66462 3.83858 -1.82139 0.496 0.528 0.512
H -2.40022 3.19764 -3.37010 0.100 -0.548 -0.241
H -1.00353 2.02858 -1.05498 0.119 0.463 0.261
H -0.46092 4.50782 -1.45861 -0.306 0.185 0.301
H 0.04281 4.02450 -3.02451 0.157 -0.333 -0.212
H 1.90276 4.40829 -1.52418 0.162 0.218 -0.302
H 1.91876 2.69633 -1.94347 0.073 -0.290 0.230
H 2.47773 2.96155 1.65748 -0.394 0.563 0.208
H 3.07386 4.14171 0.43117 0.406 -0.136 0.034
H 3.12351 2.30957 0.27222 0.433 0.131 -0.678
C -1.64141 -5.01847 -13.33873 -0.729 0.060 0.357
O -1.87514 -4.64504 -11.95219 0.496 0.472 -1.307
C -2.31619 -3.28300 -11.84685 -0.557 -0.745 2.015
C -2.55178 -2.98999 -10.28028 1.572 -0.195 -1.223
N -1.38412 -3.38693 -9.43542 -1.602 0.008 -0.894
C -0.21067 -2.56765 -9.54313 1.077 -0.001 0.526
C 0.88767 -3.11095 -8.62118 0.526 0.660 -1.520
O 1.48159 -4.30453 -9.09744 0.629 -0.680 1.142
C 2.51346 -4.77941 -8.16876 -0.932 -0.874 -0.549
H -1.09812 -4.31578 -13.97054 0.417 0.565 0.620
H -2.60628 -5.08375 -13.84157 -0.210 -0.380 0.023
H -1.10472 -5.96431 -13.41256 -0.222 0.000 0.452
H -3.32502 -3.16403 -12.24210 -0.016 0.006 -0.616
H -1.60747 -2.63368 -12.36085 0.004 0.247 0.204
H -3.35708 -3.63911 -9.93643 -0.309 0.335 -0.202
H -2.77951 -1.92691 -10.20217 -0.189 -0.065 0.345
H -1.21264 -4.26175 -9.91015 0.866 -0.640 0.343
H -0.35632 -1.56300 -9.14619 -0.594 0.113 0.095
H 0.15242 -2.40552 -10.55801 0.153 -0.296 -0.296
H 0.42275 -3.19426 -7.63884 0.355 -0.206 0.391
H 1.71114 -2.39920 -8.67968 -0.145 0.553 0.835
H 3.40707 -4.17770 -8.00291 -0.323 0.646 -0.463
H 2.82166 -5.75568 -8.54295 0.041 0.095 -0.267
H 2.08168 -4.99941 -7.19241 -0.292 0.264 0.212
C -4.82892 -5.01116 -3.94588 0.784 -1.620 0.325
C -4.99717 -3.83029 -3.02218 0.596 0.602 -0.757
C -3.67228 -3.07739 -2.84603 0.274 -1.035 -0.254
O -5.83449 -2.92146 -3.70022 -1.101 0.325 0.224
H -4.21894 -4.76270 -4.81439 -0.426 0.345 -0.275
H -5.76159 -5.50409 -4.22017 -0.217 0.507 -0.204
H -4.26354 -5.84662 -3.53303 0.251 0.019 0.665
H -5.49263 -4.11876 -2.09514 0.114 0.116 0.157
H -3.80508 -2.05935 -2.47989 -0.013 -0.252 0.324
H -3.20781 -2.99788 -3.82891 -0.164 0.220 -0.291
H -2.95176 -3.69073 -2.30495 0.080 0.270 0.628
H -5.54269 -2.99397 -4.61192 0.071 0.471 -0.593
C 5.04308 -0.72926 -4.22595 0.226 -0.666 0.122
C 3.55980 -0.52119 -4.04070 0.305 1.344 0.023
C 3.22712 0.88257 -3.42997 0.876 -0.997 -0.201
O 2.96716 -0.63261 -5.34450 0.254 0.262 1.146
H 5.65009 -0.50435 -3.34899 -0.181 0.171 0.121
H 5.42372 -0.17079 -5.08112 -0.094 0.172 0.070
H 5.20189 -1.78813 -4.43012 0.156 -0.079 -0.191
H 3.15977 -1.29737 -3.38831 -0.171 -0.154 0.086
H 3.52186 0.83728 -2.38155 -0.208 0.088 0.206
H 2.18297 1.18262 -3.51842 -0.033 -0.258 -0.022
H 3.87472 1.62638 -3.89415 -0.148 0.124 -0.180
H 2.10300 -0.30165 -5.08899 -1.275 -0.203 -0.861
C 0.26231 -6.83295 -1.39239 0.625 -0.407 -1.320
C -1.12734 -6.89120 -2.03084 1.602 0.738 -1.263
C -1.23852 -7.84146 -3.24504 -0.609 0.125 0.107
O -2.00334 -7.21715 -1.04410 -2.245 -1.241 0.801
H 0.98135 -6.31588 -2.02779 -0.033 0.260 -0.165
H 0.63200 -7.85833 -1.38709 0.100 -0.106 0.680
H 0.29444 -6.34803 -0.41673 -0.261 -0.196 0.010
H -1.33929 -5.92456 -2.48777 -0.246 0.557 0.256
H -0.52897 -7.59398 -4.03458 0.657 -0.229 0.400
H -2.16262 -7.69740 -3.80485 -0.506 0.293 0.430
H -1.26912 -8.90002 -2.98694 0.573 -0.013 0.134
H -2.00152 -6.58385 -0.32263 0.275 0.420 0.001
C -4.04869 0.40884 3.66596 -1.066 0.691 -0.787
C -4.52059 -0.80329 4.44702 1.763 1.438 -1.057
C -3.39993 -1.10133 5.42163 -0.458 -1.851 0.912
O -5.77713 -0.54289 5.03510 0.283 0.037 0.267
H -3.15635 0.28031 3.05333 0.242 -0.533 0.351
H -3.87791 1.27341 4.30740 -0.111 0.017 0.121
H -4.82227 0.65489 2.93855 -0.183 0.392 0.126
H -4.65114 -1.58978 3.70373 0.239 -0.502 0.167
H -2.45037 -1.39145 4.97189 -0.161 0.121 -0.491
H -3.74641 -1.99996 5.93204 0.330 -0.276 0.555
H -3.16633 -0.37906 6.20385 -0.435 0.429 -0.309
H -6.03622 -1.38484 5.41666 -0.367 0.007 0.229
C 0.05813 1.25249 7.72749 -0.334 0.810 0.301
C -0.05408 -0.04622 8.44040 -0.844 -1.564 -1.599
C -0.09322 -1.21627 7.48504 -0.625 -0.274 -0.857
O 1.05291 -0.29811 9.22273 1.101 0.342 1.264
H 0.92183 1.28408 7.06332 0.039 0.092 0.042
H 0.13962 1.99376 8.52246 0.293 0.540 -0.212
H -0.86097 1.50645 7.19942 -0.006 -0.096 -0.208
H -0.97414 -0.09110 9.02313 -0.214 0.244 0.285
H 0.84782 -1.36121 6.95445 0.349 -0.031 0.382
H -0.78807 -1.03659 6.66467 -0.431 0.017 0.226
H -0.40792 -2.12922 7.99060 0.229 -0.081 -0.041
H 1.19911 0.52476 9.69509 0.458 -0.028 0.443
C -6.74624 -4.04746 -6.81582 0.022 -0.951 -0.157
C -5.80187 -3.05236 -7.38886 0.314 0.430 -0.698
C -6.43669 -1.71791 -7.71281 -0.333 -0.339 -0.169
O -4.71989 -2.87059 -6.52001 0.388 0.850 1.173
H -6.17534 -4.96217 -6.65622 -0.043 -0.154 0.229
H -7.51277 -4.31920 -7.54156 -0.394 0.245 0.246
H -7.11646 -3.70749 -5.84863 -0.382 -0.057 -0.158
H -5.31082 -3.45855 -8.27315 -0.569 -0.096 -0.689
H -7.01441 -1.31404 -6.88141 0.411 0.111 0.339
H -7.20008 -1.88076 -8.47360 0.177 0.135 -0.389
H -5.65729 -1.03421 -8.04925 -0.277 0.182 -0.005
H -4.04213 -3.48351 -6.81424 0.539 -0.372 0.231
C -1.74261 -0.57461 -5.85660 -0.581 -0.186 -0.333
C -0.36586 0.00645 -5.85243 -0.330 0.391 -0.594
C -0.28292 1.49816 -6.05045 -0.112 0.380 -1.012
O 0.21219 -0.20877 -4.62256 1.312 0.033 1.511
H -1.76338 -1.65869 -5.96815 0.273 -0.141 0.180
H -2.31745 -0.22095 -6.71250 -0.293 0.298 0.270
H -2.16793 -0.33702 -4.88153 -0.624 0.164 -0.202
H 0.22217 -0.50663 -6.61340 0.278 0.082 -0.466
H 0.77379 1.76537 -6.05874 0.016 0.214 -0.049
H -0.78635 2.11594 -5.30681 -0.065 -0.436 0.359
H -0.72813 1.76879 -7.00786 0.166 0.096 -0.222
H -0.21023 -0.96364 -4.20623 0.205 -0.694 0.234
C 6.44609 -1.05642 -7.94775 -0.916 -0.053 -0.185
C 4.91959 -0.97071 -8.27850 0.144 -0.017 0.498
C 4.55634 -1.31375 -9.73028 0.469 -0.197 0.997
O 4.16487 -1.85499 -7.43221 0.720 -0.276 -0.991
H 7.06589 -0.50988 -8.65855 -0.098 -0.126 -0.283
H 6.74562 -2.10325 -7.89754 0.116 0.019 -0.061
H 6.63939 -0.58006 -6.98660 -0.102 -0.188 0.146
H 4.66099 0.07037 -8.08515 -0.446 0.131 0.115
H 5.00688 -2.28909 -9.91420 0.212 0.087 -0.557
H 4.92125 -0.51007 -10.36985 0.077 -0.355 -0.309
H 3.48419 -1.46108 -9.86015 -0.021 0.328 0.134
H 3.83964 -1.43776 -6.63112 -0.167 0.506 0.212
C -3.20898 -6.51709 -8.67211 -0.040 -0.126 -0.924
C -2.57341 -6.09571 -7.36903 0.398 -1.110 0.552
C -1.06037 -6.39440 -7.19412 -0.311 0.257 -0.861
O -2.75703 -4.71147 -7.21364 -0.305 0.154 0.703
H -2.86298 -5.90701 -9.50649 0.513 -0.104 -0.107
H -4.28330 -6.33652 -8.70852 -0.148 -0.019 0.572
H -3.06678 -7.56762 -8.92562 0.190 -0.040 0.081
H -3.10606 -6.63657 -6.58683 -0.123 0.312 0.380
H -0.80791 -7.45472 -7.20361 -0.142 -0.003 0.140
H -0.63067 -5.89573 -6.32534 -0.393 -0.246 0.373
H -0.52072 -5.93155 -8.02035 0.091 -0.059 -0.374
H -2.06348 -4.35440 -7.77319 0.274 1.151 -0.606
C 3.14478 7.45821 0.13919 0.312 -1.278 -0.470
C 2.16265 7.54118 1.28361 -1.078 0.532 0.039
C 1.74046 6.27192 2.01488 -0.584 -0.385 -1.215
O 2.64838 8.40698 2.24198 1.130 1.322 1.379
H 4.10762 7.06601 0.46664 0.192 0.086 0.278
H 3.32895 8.40057 -0.37669 -0.244 0.102 0.311
H 2.83045 6.72815 -0.60667 -0.268 0.004 -0.199
H 1.30082 8.10529 0.92707 -0.485 -0.459 -0.255
H 1.12547 5.69906 1.32081 0.418 -0.745 -0.131
H 1.04854 6.39533 2.84802 0.305 0.726 0.128
H 2.61405 5.73069 2.37822 0.035 -0.273 -0.192
H 3.34847 7.91614 2.67849 0.299 0.277 0.377
C 3.38647 -4.67079 -1.87798 0.766 -0.761 0.047
C 3.90249 -5.84099 -2.72446 -0.583 0.646 -1.333
C 4.06010 -5.42396 -4.17124 -1.740 0.989 -0.906
O 5.16892 -6.30763 -2.42318 1.276 -0.753 1.939
H 3.29082 -4.89747 -0.81612 0.299 -0.218 0.060
H 2.36882 -4.43653 -2.19039 0.276 0.289 -0.310
H 4.10599 -3.86206 -2.00591 -0.351 0.355 0.057
H 3.17337 -6.64899 -2.66426 -0.196 -0.202 0.043
H 4.25164 -6.22480 -4.88544 -0.102 -0.334 0.253
H 4.80825 -4.66217 -4.39042 0.231 0.018 0.640
H 3.11048 -4.95727 -4.43299 -0.219 0.016 -0.652
H 5.24920 -7.10578 -2.95053 0.433 -0.095 0.112
C 6.38971 2.67479 -2.93295 -0.429 -1.299 0.810
C 5.94471 2.48880 -1.44349 1.182 1.494 -1.587
C 6.56130 1.30488 -0.74656 -0.485 -1.189 0.291
O 6.27373 3.74806 -0.81447 -1.190 -0.300 0.540
H 6.18011 1.75922 -3.48604 0.169 -0.172 -0.041
H 7.46915 2.82603 -2.93937 -0.034 0.364 -0.314
H 5.79209 3.43463 -3.43653 0.406 0.372 0.280
H 4.86531 2.34633 -1.49537 -0.042 0.523 0.567
H 5.83016 0.83323 -0.09000 -0.245 0.058 0.124
H 7.41908 1.44513 -0.08880 0.269 0.533 -0.436
H 6.77760 0.53009 -1.48209 0.332 -0.043 -0.027
H 7.22649 3.84698 -0.75070 0.097 -0.268 -0.133
C -0.15915 -4.54627 4.21786 -0.468 0.729 0.161
C 0.40632 -3.67889 3.08121 0.337 -1.539 0.544
C 0.96386 -4.56247 1.98709 -0.179 -0.610 -0.319
O -0.60211 -2.88588 2.52595 -0.741 -0.961 -0.231
H -1.06235 -5.10668 3.97645 0.218 -0.323 -0.670
H -0.55482 -3.86715 4.97306 0.420 0.081 0.455
H 0.60403 -5.20807 4.62734 -0.087 0.029 0.111
H 1.23615 -3.15006 3.55005 -0.050 0.835 -0.192
H 1.11329 -4.01769 1.05490 0.165 0.120 0.043
H 0.22818 -5.34462 1.79966 -0.144 -0.059 -0.265
H 1.87072 -5.10284 2.25856 0.170 0.236 0.143
H -0.49636 -1.94570 2.68868 0.186 0.923 0.138
C -0.79931 6.55490 5.32108 -0.859 -0.136 0.555
C -1.79789 6.06943 6.39199 1.798 -0.400 0.531
C -1.18390 4.84821 7.11313 -1.017 -1.257 -0.974
O -1.97812 7.08667 7.31823 0.390 1.347 0.199
H -0.71539 5.75137 4.58937 0.204 0.267 -0.237
H 0.16425 6.80962 5.76243 0.026 -0.191 0.094
H -1.19911 7.46500 4.87390 0.014 -0.118 -0.247
H -2.74597 5.85031 5.90084 -0.161 -0.431 -0.086
H -1.74237 4.41474 7.94278 -0.204 0.793 0.548
H -0.12754 4.89631 7.37747 -0.082 0.439 -0.089
H -1.33052 4.00255 6.44121 0.550 -0.257 -0.570
H -2.62272 6.81675 7.97644 -0.624 -0.137 0.304
C -4.21203 -5.22756 1.76097 0.821 0.257 -0.104
C -3.53423 -4.46496 0.57652 -1.252 1.122 0.652
C -3.92025 -2.97659 0.51027 -1.003 -0.488 0.918
O -2.12701 -4.53198 0.61985 0.180 -1.313 -0.910
H -5.27667 -5.42937 1.64310 0.058 0.069 -0.387
H -4.10644 -4.74381 2.73202 0.193 0.379 -0.008
H -3.67397 -6.17125 1.85056 -0.183 -0.217 -0.045
H -3.96540 -4.95299 -0.29756 0.873 -0.186 -0.455
H -3.71569 -2.56509 1.49866 0.300 0.366 0.036
H -5.00488 -2.91620 0.42052 -0.206 0.114 -0.163
H -3.49254 -2.34694 -0.26993 0.312 -0.495 0.064
H -1.78094 -4.07527 1.39008 0.025 0.438 0.461
```
Forces are in eV/Å.

Summary:
LUMO (eV): 0.502
Energy (eV): -163663.325